[1]
{"formula": "C4H4O3", "method": "ωB97M-V/def2-TZVPD", "species": ["H", "C", "C", "O", "O", "C", "H", "C", "O", "H", "H"], "positions_angstrom": [[-0.453, -1.383, 0.850], [0.176, -0.473, 0.531], [-1.167, 0.100, 0.640], [-1.988, 0.057, -0.250], [-1.115, 2.321, -2.051], [-0.480, 1.793, -1.273], [1.958, 0.013, -0.841], [1.433, -0.681, -0.182], [1.376, -0.271, 1.204], [-1.409, 0.258, 1.710], [1.669, -1.734, -0.339]], "nbo_charge": [0.20, -0.02, 0.39, -0.55, -0.50, 0.49, 0.21, -0.09, -0.46, 0.14, 0.19], "e_tot_ha": -380.4122}

[2]
{"formula": "C4H4O3", "method": "ωB97M-V/def2-TZVPD", "species": ["C", "H", "H", "C", "O", "C", "O", "C", "H", "O", "H"], "positions_angstrom": [[-0.014, 0.149, -0.020], [1.340, -0.992, 0.838], [-0.613, -0.950, -1.876], [0.552, -0.354, 1.242], [-1.541, 1.364, -1.356], [0.194, -0.912, -1.115], [0.948, 0.938, 1.100], [-0.948, 1.259, -0.308], [-0.008, -0.749, 2.079], [1.017, -1.791, -1.051], [-0.926, 2.038, 0.467]], "nbo_charge": [-0.05, 0.22, 0.18, -0.06, -0.51, 0.40, -0.42, 0.40, 0.19, -0.49, 0.15], "smiles": "O=CC1(C=O)CO1", "e_tot_ha": -380.4031}

[3]
{"formula": "C4H4O3", "method": "ωB97M-V/def2-TZVPD", "species": ["H", "C", "H", "O", "O", "H", "C", "H", "O", "C", "C"], "positions_angstrom": [[2.064, 0.793, 0.207], [0.347, -0.390, 0.909], [-1.295, -1.923, -1.037], [-0.404, -0.554, -2.268], [0.040, 1.279, -0.374], [0.953, 1.699, 1.441], [-0.764, 0.125, -0.018], [-1.710, 0.287, 0.396], [0.563, -1.453, 1.412], [-0.869, -0.837, -1.228], [1.076, 0.973, 0.559]], "nbo_charge": [0.21, 0.58, 0.12, -0.47, -0.50, 0.20, -0.13, 0.22, -0.48, 0.42, -0.17], "smiles": "O=C[C@@H]1OCC1=O", "e_tot_ha": -380.4559}

Result set for lowest unoccupied orbital energy: 0.71; -0.78; 0.54 eV, one per record in the order listed.
Result set for ΔE to the lowest compared entry with this formula, charge and spin: 3.668; 3.918; 2.481 eV, one per record in the order listed.
Result set for orbital gap: 10.8; 9.5; 10.4 eV, one per record in the order listed.